Record 1
135
Properties=species:S:1:pos:R:3:forces:R:3:lowdin_charge:R:1 method="wB97M-V/def2-TZVPD" smiles="O=S1(=O)CCCC1.O=S1(=O)CCCC1.O=S1(=O)CCCC1.O=S1(=O)CCCC1.O=S1(=O)CCCC1.c1cc[nH]c1.c1cc[nH]c1.c1cc[nH]c1.c1cc[nH]c1.c1cc[nH]c1.c1cc[nH]c1" max_force_ev_per_a=4.598 lumo_energy_ev=-0.049 energy_ev=-130349.1162 homo_lumo_gap_ev=7.71
O 21.904 -28.617 -13.712 0.570 1.460 -1.232 -0.332
S 22.186 -29.434 -12.582 -1.111 -2.006 1.580 0.688
O 23.517 -29.804 -12.128 -0.557 0.561 -0.472 -0.337
C 21.198 -28.746 -11.157 0.826 -1.011 -0.562 -0.185
C 19.912 -29.553 -11.211 -0.417 0.336 -0.506 -0.227
C 20.241 -30.951 -11.664 0.240 -1.358 0.161 -0.251
C 21.167 -30.956 -12.855 0.573 0.607 0.179 -0.193
H 21.119 -27.684 -11.386 -0.049 -0.086 0.395 0.094
H 21.772 -29.000 -10.266 0.089 0.427 0.108 0.089
H 19.389 -29.688 -10.264 0.057 0.696 0.072 0.115
H 19.258 -29.092 -11.952 -0.306 0.073 0.151 0.119
H 19.345 -31.517 -11.918 -0.083 0.021 0.202 0.121
H 20.739 -31.467 -10.844 -0.036 -0.126 0.163 0.116
H 20.588 -30.874 -13.775 0.378 0.373 -0.111 0.104
H 21.844 -31.808 -12.919 -0.071 0.058 0.116 0.105
O 27.593 -34.250 -11.365 -2.142 0.688 0.273 -0.354
S 26.197 -33.777 -11.245 0.459 0.849 -0.507 0.737
O 25.087 -34.646 -11.653 1.210 0.867 0.690 -0.363
C 25.923 -33.070 -9.524 -0.028 0.952 -0.024 -0.178
C 25.885 -31.494 -9.627 -0.387 -0.908 -1.277 -0.216
C 26.601 -31.133 -10.931 -0.241 -0.499 -0.865 -0.236
C 26.060 -32.092 -12.054 0.851 0.234 1.734 -0.177
H 26.745 -33.340 -8.860 -0.065 -0.486 -0.281 0.095
H 24.966 -33.462 -9.180 0.197 -0.178 0.039 0.083
H 24.857 -31.158 -9.765 -0.231 -0.171 0.188 0.081
H 26.280 -30.929 -8.783 0.202 -0.459 0.176 0.109
H 27.684 -31.202 -10.824 0.025 0.065 -0.144 0.110
H 26.311 -30.135 -11.258 0.311 0.099 0.154 0.078
H 26.656 -32.015 -12.963 -0.146 -0.387 0.081 0.088
H 25.034 -31.748 -12.191 -0.172 -0.721 -0.306 0.076
O 26.862 -21.738 -12.890 -1.585 -0.517 1.221 -0.348
S 25.653 -21.857 -12.045 1.712 1.748 -1.091 0.738
O 25.447 -23.028 -11.201 -0.106 0.423 -0.915 -0.362
C 25.540 -20.376 -10.951 -1.564 -0.426 -1.257 -0.179
C 24.805 -19.296 -11.841 0.644 0.383 1.866 -0.206
C 24.045 -19.841 -13.044 1.173 -0.952 -0.937 -0.197
C 24.247 -21.384 -13.158 -1.334 -0.212 1.809 -0.191
H 26.445 -20.080 -10.421 0.217 -0.172 -0.661 0.109
H 24.844 -20.735 -10.192 -0.048 0.047 0.079 0.091
H 24.089 -18.848 -11.152 -0.060 0.114 -0.059 0.104
H 25.467 -18.468 -12.097 0.182 -0.296 -0.205 0.110
H 24.464 -19.433 -13.964 -0.204 0.339 0.090 0.111
H 22.998 -19.552 -12.952 0.054 -0.369 -0.283 0.113
H 24.254 -21.871 -14.134 0.759 0.332 0.007 0.082
H 23.370 -21.823 -12.684 0.007 -0.340 0.256 0.096
O 28.213 -24.410 -3.484 0.514 -1.234 -0.466 -0.357
S 28.701 -25.736 -3.872 -0.581 0.234 0.285 0.730
O 28.945 -26.730 -2.830 -0.127 0.754 -1.145 -0.352
C 27.531 -26.414 -5.208 1.214 0.532 -0.368 -0.174
C 28.385 -26.114 -6.490 -0.856 0.478 0.864 -0.240
C 29.845 -26.383 -6.170 0.220 -1.566 0.093 -0.244
C 30.236 -25.533 -4.974 -1.772 0.714 0.337 -0.172
H 26.556 -25.928 -5.184 0.350 0.542 0.213 0.089
H 27.299 -27.472 -5.082 0.648 -0.116 0.230 0.093
H 27.988 -26.636 -7.361 0.274 -0.144 0.032 0.081
H 28.343 -25.047 -6.706 -0.430 0.189 -0.106 0.110
H 30.426 -26.333 -7.091 0.417 0.466 0.275 0.107
H 29.900 -27.420 -5.839 0.219 -0.343 -0.088 0.115
H 30.208 -24.477 -5.246 0.040 0.089 0.096 0.097
H 31.098 -25.701 -4.329 -0.062 -0.562 -0.383 0.104
O 31.435 -23.588 -9.161 0.398 0.567 1.016 -0.331
S 31.016 -24.645 -10.017 -2.907 -0.584 -3.514 0.669
O 31.394 -26.021 -9.832 0.361 -0.103 0.656 -0.348
C 29.100 -24.636 -10.273 0.202 1.059 -0.430 -0.163
C 28.795 -23.863 -11.611 1.287 -1.286 0.079 -0.206
C 29.944 -24.325 -12.535 1.703 0.889 -0.362 -0.212
C 31.317 -24.158 -11.798 -1.340 0.344 1.474 -0.190
H 28.642 -24.169 -9.401 0.077 -0.190 0.100 0.075
H 28.820 -25.682 -10.398 0.078 -0.025 0.209 0.069
H 27.860 -24.009 -12.152 -0.247 -0.912 0.637 0.083
H 28.766 -22.774 -11.577 0.655 0.048 0.626 0.096
H 29.946 -23.622 -13.368 0.204 -0.054 -0.238 0.107
H 29.989 -25.312 -12.996 -0.996 -0.252 0.434 0.110
H 31.461 -23.089 -11.640 0.672 -0.006 -0.404 0.088
H 32.172 -24.734 -12.152 -0.145 0.288 -0.139 0.099
C 24.546 -24.177 -15.570 -0.085 -0.346 -1.557 -0.105
C 24.373 -24.862 -14.359 -2.326 0.053 0.386 -0.152
C 23.106 -25.446 -14.438 0.201 -0.649 -0.314 -0.119
N 22.622 -25.285 -15.731 -0.242 -0.639 2.237 0.029
C 23.476 -24.538 -16.420 1.438 1.360 -0.238 -0.132
H 25.399 -23.555 -15.797 -0.058 -0.143 -0.328 0.100
H 25.022 -24.983 -13.504 0.068 0.467 -0.027 0.101
H 22.577 -26.091 -13.752 0.071 0.026 -0.047 0.089
H 21.743 -25.649 -16.068 0.273 0.030 0.112 0.160
H 23.220 -24.349 -17.452 0.447 0.414 0.051 0.113
C 22.925 -30.995 -7.395 0.613 -1.089 -0.179 -0.142
C 22.979 -29.620 -7.288 -1.383 2.267 -0.106 -0.106
C 21.646 -29.139 -7.163 1.839 -0.593 -0.105 -0.113
N 20.849 -30.240 -7.163 0.259 -0.987 -0.509 0.007
C 21.628 -31.386 -7.358 -1.408 0.206 0.623 -0.127
H 23.786 -31.642 -7.466 -0.136 -0.075 -0.093 0.092
H 23.879 -29.040 -7.425 -0.223 0.177 0.321 0.067
H 21.236 -28.142 -7.098 0.137 -0.070 0.039 0.097
H 19.841 -30.224 -7.102 0.298 -0.039 0.017 0.145
H 21.201 -32.378 -7.347 -0.088 0.177 -0.031 0.105
C 25.618 -27.291 -8.713 -0.017 1.672 0.296 -0.146
C 24.732 -27.816 -9.642 0.265 -1.821 -2.274 -0.167
C 24.512 -26.906 -10.650 -0.313 1.495 0.910 -0.108
N 25.069 -25.696 -10.227 0.104 -1.758 0.539 0.070
C 25.735 -25.943 -9.051 0.588 -0.015 0.054 -0.130
H 26.116 -27.835 -7.924 -0.164 0.244 0.151 0.096
H 24.517 -28.866 -9.779 -0.285 0.008 0.178 0.079
H 23.928 -26.948 -11.558 0.076 -0.135 0.065 0.098
H 25.014 -24.807 -10.703 0.117 0.074 0.080 0.083
H 26.282 -25.171 -8.530 -0.059 0.081 -0.199 0.108
C 30.158 -29.352 -11.838 2.236 0.436 -0.877 -0.126
C 29.020 -28.610 -12.053 -3.257 -0.484 2.035 -0.097
C 28.424 -28.485 -10.775 1.556 1.021 -0.100 -0.125
N 29.406 -28.846 -9.809 -2.551 0.908 -1.900 0.034
C 30.464 -29.302 -10.510 0.887 -1.870 1.129 -0.163
H 30.734 -29.775 -12.648 0.405 0.095 0.286 0.100
H 28.492 -28.430 -12.977 0.125 -0.022 0.025 0.075
H 27.453 -28.113 -10.484 0.133 0.157 0.084 0.079
H 29.258 -28.797 -8.812 0.359 -0.053 -0.346 0.139
H 31.265 -29.754 -9.943 0.206 0.076 -0.312 0.112
C 26.710 -29.346 -14.801 -0.032 -0.497 0.722 -0.126
C 26.655 -28.918 -16.120 0.193 0.467 -2.720 -0.124
C 25.985 -27.700 -16.221 -0.350 -1.245 1.414 -0.101
N 25.571 -27.484 -14.945 -0.144 0.991 1.020 0.006
C 26.037 -28.413 -14.060 -0.705 0.392 -0.279 -0.134
H 27.121 -30.276 -14.437 0.141 0.170 -0.059 0.087
H 26.987 -29.450 -16.999 0.326 -0.085 0.160 0.087
H 25.603 -27.006 -16.954 0.440 -0.415 -0.392 0.104
H 24.972 -26.714 -14.685 0.247 -0.219 -0.063 0.068
H 25.761 -28.337 -13.018 0.131 -0.161 -0.027 0.093
C 21.037 -24.507 -8.006 1.593 -1.269 -1.094 -0.093
C 21.501 -24.609 -6.659 -0.666 0.045 -0.190 -0.122
C 22.493 -25.542 -6.636 0.261 0.005 0.688 -0.170
N 22.741 -26.015 -7.888 -0.791 1.134 0.303 0.026
C 21.884 -25.354 -8.758 -0.061 0.210 0.914 -0.126
H 20.217 -23.974 -8.464 0.135 0.261 0.329 0.080
H 21.178 -24.079 -5.775 -0.275 -0.059 -0.164 0.090
H 22.998 -25.893 -5.748 0.245 -0.119 -0.248 0.111
H 23.586 -26.535 -8.076 -0.229 -0.094 -0.531 0.080
H 22.062 -25.469 -9.818 -0.426 -0.053 0.028 0.086

***

Record 2
8
Properties=species:S:1:pos:R:3:forces:R:3:lowdin_charge:R:1 method="wB97M-V/def2-TZVPD" smiles="CC(=O)[N+]#N" max_force_ev_per_a=12.409 charge=+1 lumo_energy_ev="-8.778 / -8.471" energy_ev=-7137.6924 homo_lumo_gap_ev="8.99 / 8.88"
C 0.217 0.264 0.245 -0.139 -0.994 2.293 0.037
C 1.609 0.236 -0.114 -0.549 6.202 -10.734 -0.248
O 2.168 0.865 -1.333 -3.115 -3.674 7.141 0.131
N 2.624 -0.304 0.474 3.022 -1.308 1.864 0.152
N 3.613 -0.580 0.844 0.949 -0.688 0.631 0.502
H 0.203 0.691 1.290 -0.321 -0.031 -0.789 0.146
H -0.070 -0.808 0.463 -0.254 0.946 -0.564 0.148
H -0.413 0.839 -0.447 0.408 -0.454 0.157 0.132